# 1
{"formula": "C24H53MnN6O6", "method": "wB97M-V/def2-TZVPD", "e_tot_ev": -78292.2769, "s_squared": 8.753, "de_lowest_kcal_mol": 2.85, "total_charge": 1, "orbital_gap_ev": [6.16, 6.34], "spin_multiplicity": 6, "species": ["Mn", "C", "C", "C", "C", "C", "C", "N", "O", "C", "C", "C", "H", "H", "H", "H", "H", "H", "H", "H", "H", "H", "H", "H", "H", "H", "H", "H", "H", "H", "C", "C", "O", "N", "C", "H", "H", "H", "H", "H", "H", "H", "C", "C", "O", "N", "C", "H", "H", "H", "H", "H", "H", "H", "C", "C", "O", "N", "C", "H", "H", "H", "H", "H", "H", "H", "C", "C", "O", "N", "C", "H", "H", "H", "H", "H", "H", "H", "C", "C", "O", "N", "C", "H", "H", "H", "H", "H", "H", "H"], "positions_angstrom": [[-3.9516, 16.3651, -5.9978], [-1.3926, 13.6475, -9.1359], [-0.8974, 14.4935, -7.9520], [0.6225, 14.7347, -8.0643], [1.0083, 15.8082, -9.0650], [0.3057, 17.1130, -8.7152], [-1.2306, 16.9252, -8.7128], [-1.6075, 15.7768, -7.8557], [-3.0035, 15.6397, -7.7450], [-1.7102, 16.8613, -10.1549], [-1.7657, 18.2132, -8.0697], [-1.1140, 13.6683, -6.6924], [-1.0608, 12.6046, -9.0955], [-1.0754, 14.0522, -10.0967], [-2.4784, 13.5354, -9.1619], [1.1463, 13.8015, -8.2883], [1.0478, 15.0153, -7.0902], [0.7313, 15.3531, -10.0214], [2.0925, 15.9288, -9.1231], [0.6825, 17.8756, -9.4002], [0.6140, 17.4918, -7.7335], [-2.8039, 16.8676, -10.1528], [-1.3585, 15.9749, -10.6774], [-1.4156, 17.7368, -10.7371], [-2.8379, 18.2694, -8.2711], [-1.3504, 19.0962, -8.5633], [-1.5722, 18.2924, -7.0036], [-0.8109, 14.1714, -5.7712], [-0.5655, 12.7233, -6.7125], [-2.1715, 13.4091, -6.6182], [-5.1302, 18.5295, -2.8053], [-5.6955, 17.2113, -3.2605], [-5.2898, 16.6830, -4.2940], [-6.5846, 16.6360, -2.4532], [-7.1561, 15.3106, -2.6036], [-5.5499, 18.9290, -1.8816], [-5.2457, 19.3059, -3.5612], [-4.0611, 18.3995, -2.6347], [-6.8663, 17.0358, -1.5740], [-8.0555, 15.1727, -2.0065], [-6.4514, 14.5239, -2.3353], [-7.4772, 15.1041, -3.6258], [-8.0108, 14.6290, -6.8058], [-6.5059, 14.5496, -7.1163], [-5.7101, 15.3888, -6.7256], [-6.1603, 13.4750, -7.8307], [-4.8175, 13.1517, -8.2142], [-8.1654, 15.0944, -5.8357], [-8.4647, 13.6450, -6.8918], [-8.4993, 15.2806, -7.5333], [-6.8782, 12.9465, -8.2985], [-4.5578, 12.0929, -8.1932], [-4.1028, 13.5970, -7.5146], [-4.5094, 13.5806, -9.1701], [-0.9407, 18.3056, -3.3925], [-1.3698, 17.3776, -4.5215], [-2.5145, 17.3863, -4.9852], [-0.4594, 16.6169, -5.1380], [0.9136, 16.4223, -4.7743], [0.0201, 18.7803, -3.5862], [-0.8334, 17.7329, -2.4699], [-1.6590, 19.1104, -3.2597], [-0.7077, 16.2383, -6.0630], [1.1077, 15.3955, -4.4529], [1.2281, 17.0314, -3.9270], [1.5749, 16.6707, -5.6056], [-4.3781, 20.4603, -6.6896], [-5.2803, 19.2296, -6.6767], [-4.7978, 18.1152, -6.8560], [-6.5747, 19.4462, -6.4318], [-7.5296, 18.3508, -6.3663], [-4.8662, 21.3650, -6.3282], [-4.0494, 20.6403, -7.7105], [-3.5787, 20.1797, -6.0041], [-6.8760, 20.3508, -6.1151], [-7.1083, 17.5330, -6.9476], [-8.4988, 18.6649, -6.7429], [-7.5948, 17.9468, -5.3532], [-4.1858, 12.0945, -4.7359], [-3.8321, 13.4742, -4.2447], [-3.5433, 14.3815, -5.0284], [-3.7870, 13.7112, -2.9243], [-4.1531, 12.8398, -1.8134], [-5.2322, 12.0308, -5.0335], [-4.0491, 11.3843, -3.9197], [-3.5317, 11.8232, -5.5597], [-3.5374, 14.6483, -2.6510], [-4.9162, 12.0951, -2.0273], [-4.5926, 13.4308, -1.0076], [-3.2479, 12.3880, -1.4068]], "atomic_forces_ev_per_a": [[0.4343, -1.0006, -1.4123], [-0.1580, -0.5731, -0.4105], [0.2104, -0.3949, -0.7256], [0.5311, 0.2360, 0.4910], [0.0503, -0.7256, 0.1486], [0.2995, -0.8407, -0.2431], [1.0451, 0.8075, 0.0563], [0.8865, 0.8936, 1.2788], [0.0651, 0.0613, 0.1858], [-0.8343, -0.0393, -0.1711], [-0.8567, 0.0774, -0.8249], [-0.5574, -0.3987, 0.3053], [0.4557, 0.1468, 0.1451], [-0.0209, -0.0363, 0.0215], [0.1079, 0.5683, 0.1350], [-0.3043, -0.1438, -0.1689], [-0.3497, 0.0375, 0.0982], [-0.1618, 0.7795, -0.3276], [0.0122, 0.0229, 0.1909], [-0.6859, 0.1758, -0.2082], [0.1123, -0.3739, 0.1602], [0.0244, -0.2877, -0.0677], [-0.0317, 0.0338, -0.0181], [0.2259, 0.0472, 0.1727], [-0.0034, -0.0305, 0.4242], [0.2837, -0.1157, -0.0351], [-0.0004, -0.1490, 0.0084], [-0.1387, 0.1249, -0.1035], [0.1822, 0.0847, -0.3141], [0.1289, 0.1514, 0.1397], [0.1061, 0.4771, 0.3280], [0.7829, 0.4361, -0.1063], [-0.6529, -0.1899, 0.5324], [-1.1791, -0.8258, 0.8784], [-0.0732, -0.7059, -0.8580], [-0.1871, -0.2296, -0.0012], [-0.0011, -0.2083, -0.2030], [0.0237, -0.0646, -0.1686], [0.4275, 0.6766, -0.1991], [0.1470, 0.3962, 0.2640], [0.1249, 0.0373, 0.0460], [0.2620, 0.2460, -0.0951], [0.6119, 0.3191, -0.5044], [-1.0098, -0.1996, 0.0108], [-0.4170, -0.0134, 0.1215], [-0.0250, -0.7574, -0.3913], [1.7861, 0.4840, 0.2130], [0.0426, -0.2245, 0.0973], [-0.1262, 0.0325, 0.2710], [0.0867, 0.0072, -0.0814], [-0.2305, 0.0731, 0.2937], [-0.7189, -0.1845, -0.1499], [-0.3542, 0.2934, -0.0040], [-0.3816, -0.0711, -0.0855], [-0.0393, -0.3552, -0.0913], [1.3015, 0.0153, -0.9038], [-0.5046, 0.8812, 1.0306], [0.2303, 0.3748, 0.5074], [0.7895, 0.0679, 0.6435], [0.0348, -0.1656, -0.1495], [-0.0764, 0.0917, 0.0865], [-0.2377, -0.2277, -0.0078], [-0.7979, -0.0709, -0.2066], [-0.0826, -0.0784, -0.2729], [-0.2188, 0.1652, -0.0712], [-0.0614, -0.0919, -0.0153], [-0.6115, -0.5618, 0.3511], [0.6959, 0.9726, 0.1769], [-0.5108, 0.3030, -0.2487], [-0.6332, -0.3873, 0.1689], [0.5246, -0.3392, 0.1162], [-0.0958, -0.0598, 0.0180], [0.3629, -0.1322, 0.0913], [0.3856, 0.2936, -0.3590], [0.1325, 0.1384, -0.2224], [-0.1845, 0.0439, -0.2277], [0.0004, -0.0374, 0.0318], [-0.2638, 0.1902, 0.0771], [0.0969, -0.1516, 0.8262], [0.1729, 0.5535, -0.5525], [-0.2309, -0.3348, 0.2660], [-0.6433, -0.2347, 0.7258], [0.2590, 0.1603, 0.3954], [0.0209, 0.1895, -0.1884], [0.0408, -0.1627, -0.2043], [-0.0863, 0.1080, -0.0967], [0.0612, 0.1024, -0.3404], [0.2355, -0.0695, -0.4302], [0.1177, 0.2176, -0.1019], [-0.1813, -0.3512, 0.0388]]}



# 2
{"formula": "C19H13BrN2O2S3SbV", "method": "wB97M-V/def2-TZVPD", "e_tot_ev": -161766.0656, "s_squared": 3.776, "de_lowest_kcal_mol": 26.14, "total_charge": -1, "orbital_gap_ev": [6.25, 5.73], "spin_multiplicity": 4, "species": ["V", "C", "C", "C", "C", "C", "C", "N", "N", "C", "C", "C", "C", "C", "C", "H", "H", "H", "H", "H", "H", "H", "H", "H", "S", "Sb", "S", "S", "Br", "C", "C", "C", "C", "C", "C", "C", "O", "O", "H", "H", "H", "H"], "positions_angstrom": [[-0.1184, 0.4260, 0.1466], [4.3909, 0.3925, -3.2381], [3.0215, 0.2026, -3.3487], [2.2229, 0.2229, -2.2182], [2.8051, 0.4356, -0.9728], [4.1847, 0.6217, -0.8570], [4.9664, 0.6000, -1.9936], [1.9675, 0.4390, 0.1630], [2.5585, 0.5165, 1.2738], [1.6939, 0.4876, 2.3757], [2.2735, 0.5073, 3.6426], [1.4424, 0.4394, 4.7432], [0.0676, 0.3616, 4.5541], [-0.4826, 0.3656, 3.2767], [0.3152, 0.4278, 2.1456], [5.0129, 0.3789, -4.1232], [2.5677, 0.0384, -4.3158], [1.1555, 0.0722, -2.3061], [4.6195, 0.7833, 0.1176], [6.0349, 0.7471, -1.9084], [3.3494, 0.5672, 3.7386], [1.8540, 0.4477, 5.7436], [-0.5828, 0.3071, 5.4179], [-1.5621, 0.3380, 3.1609], [-3.3292, 2.9791, -2.8193], [-2.3981, 3.5081, -0.8407], [-2.2446, 1.4111, 0.4898], [-0.0444, 2.5673, -0.7844], [-1.5110, -0.4532, -3.0504], [-2.8035, -0.9604, -1.7555], [-4.0868, -0.4570, -1.9178], [-5.0794, -0.8168, -1.0239], [-4.7972, -1.6916, 0.0130], [-3.5163, -2.1895, 0.1625], [-2.4928, -1.8140, -0.7037], [-1.1023, -2.3190, -0.3876], [-0.9089, -3.4885, -0.1181], [-0.2380, -1.3860, -0.3010], [-4.2870, 0.2358, -2.7220], [-6.0731, -0.4062, -1.1398], [-5.5713, -1.9764, 0.7116], [-3.2742, -2.8689, 0.9691]], "atomic_forces_ev_per_a": [[-0.7693, 0.9702, 0.2234], [-0.0816, -0.0342, -0.1853], [0.1089, 0.0119, -0.0242], [0.0448, 0.0281, 0.2184], [0.5780, 0.0310, -0.3139], [-0.1700, 0.0123, -0.0940], [0.1001, 0.0160, 0.0473], [0.3660, -0.3020, 0.9659], [-0.0207, -0.0159, -0.6376], [-0.0390, -0.0259, -0.1256], [-0.0005, -0.0017, -0.0903], [0.0563, 0.0042, 0.0314], [-0.1222, -0.0037, -0.0292], [-0.3402, 0.0271, 0.1979], [0.3657, -0.0362, 0.0926], [0.0071, -0.0032, -0.0385], [-0.0085, -0.0054, -0.0466], [-0.0043, -0.0058, 0.0449], [-0.0243, 0.0001, 0.0015], [0.0354, 0.0055, -0.0120], [0.0367, 0.0018, 0.0007], [0.0243, -0.0027, 0.0283], [-0.0440, -0.0031, 0.0275], [0.0547, -0.0045, 0.0512], [-0.0132, 0.0626, -0.0562], [0.0187, -0.1287, -0.0376], [-0.3170, 0.2061, 0.1530], [0.0516, 0.1182, -0.0073], [-0.0167, -0.0448, 0.0257], [-0.2679, -0.1278, 0.0418], [0.1472, -0.0509, -0.1614], [-0.0012, 0.0074, -0.0116], [-0.0221, 0.0176, 0.0584], [0.0953, 0.0135, 0.0067], [-0.1565, -0.2744, -0.3007], [-1.4560, -0.8648, 0.2694], [0.0639, 0.1694, -0.2307], [1.7792, 0.2370, -0.1080], [0.0107, 0.0233, 0.0022], [-0.0310, 0.0222, -0.0129], [-0.0479, -0.0228, 0.0412], [0.0094, -0.0269, -0.0055]]}



# 3
{"formula": "C4H8OS", "method": "wB97M-V/def2-TZVPD", "e_tot_ev": -17156.1821, "de_lowest_kcal_mol": 98.42, "orbital_gap_ev": 9.35, "spin_multiplicity": 1, "species": ["C", "C", "C", "C", "O", "S", "H", "H", "H", "H", "H", "H", "H", "H"], "positions_angstrom": [[-1.7318, 1.9548, -0.0362], [-0.8899, 0.1234, 0.3592], [0.8686, -1.8364, 0.2672], [0.5374, -0.3659, 0.1054], [-3.4082, -0.1832, -0.4686], [-2.1415, 0.3556, -0.9108], [-2.2765, 2.3049, 0.9734], [-1.0215, 2.5898, -0.4643], [-1.2896, -0.0475, 1.2826], [0.2324, -2.4064, -0.3799], [0.9081, -2.0797, 1.2477], [1.8209, -2.0006, -0.1112], [0.9027, -0.0161, -1.0115], [1.2949, 0.1933, 0.8634]], "atomic_forces_ev_per_a": [[-0.5670, -3.8457, 2.9508], [0.1974, 2.3570, -3.1176], [-1.5222, 1.5063, -2.5459], [2.5188, 3.4127, -1.1500], [-1.4257, -0.5072, 0.1864], [2.0104, 1.6523, 1.2764], [1.2383, -1.2151, -2.5762], [0.8128, 0.9094, -0.8288], [-1.2512, -0.5475, 2.3027], [-0.6803, -0.7636, 0.2147], [-0.4979, -1.2633, 3.0528], [1.9911, -0.1141, -0.7139], [-1.0115, -0.7162, 2.7392], [-1.8133, -0.8648, -1.7906]]}



# 4
{"formula": "C3H4FeO4", "method": "wB97M-V/def2-TZVPD", "e_tot_ev": -45742.8060, "s_squared": 8.761, "de_lowest_kcal_mol": 6.24, "total_charge": 1, "orbital_gap_ev": [7.61, 9.50], "spin_multiplicity": 6, "species": ["O", "C", "O", "O", "C", "C", "O", "H", "H", "H", "H", "Fe"], "positions_angstrom": [[2.6255, -1.1278, -0.8574], [1.8189, -0.3325, -0.5549], [1.5772, 0.8284, -0.2776], [-0.1388, -0.8322, 0.0381], [-2.0923, -1.2214, -0.0330], [-2.7261, 0.0776, -0.2498], [-2.1138, 1.1568, 0.1244], [0.1237, -1.6036, 0.5540], [-2.1085, -1.5553, 1.0156], [-2.3188, -1.9926, -0.7748], [-3.7655, 0.1298, -0.5976], [-0.2579, 1.1343, 0.3709]], "atomic_forces_ev_per_a": [[-2.8666, 0.7894, 0.5903], [3.2911, 0.0328, -0.4045], [-0.0829, 0.1295, -0.2690], [0.4847, -0.9231, -0.3848], [-2.1735, 0.6989, 0.0374], [1.4969, -0.7871, 0.7930], [-1.2965, -0.3661, -0.0996], [-0.1717, 0.0104, 0.2382], [0.5986, 0.1889, -0.4677], [0.0668, 0.1329, 0.3092], [0.4694, 0.2211, -0.4725], [0.1839, -0.1276, 0.1301]]}



# 5
{"formula": "C5H6S2", "method": "wB97M-V/def2-TZVPD", "e_tot_ev": -26948.8128, "de_lowest_kcal_mol": 71.77, "orbital_gap_ev": 7.93, "spin_multiplicity": 1, "species": ["C", "C", "C", "C", "C", "H", "H", "H", "H", "H", "H", "S", "S"], "positions_angstrom": [[0.9546, -0.0360, 0.1118], [0.0604, -0.8278, 1.1764], [-1.3915, -0.2482, 0.9381], [-1.2198, 0.9721, 0.1742], [0.2675, 1.3176, 0.2121], [0.2037, -2.0140, 1.1134], [0.2345, -0.4892, 2.2346], [-2.4121, -0.4687, 1.5097], [-1.8488, 2.0977, 0.1068], [0.3917, 2.0796, -0.7215], [0.3679, 2.2613, 0.9029], [2.5572, -0.2064, -0.3976], [-1.8675, -0.4519, -0.9038]], "atomic_forces_ev_per_a": [[2.2958, 1.4812, 3.1235], [-0.5532, -1.9886, -0.3483], [-2.3098, -1.8577, -0.3774], [-1.2581, 3.6693, -0.4143], [-1.2849, 3.9208, -4.2887], [-0.6181, 2.7584, 0.1195], [0.8256, -0.2902, -0.9736], [2.9366, 0.4103, -0.6825], [1.1989, -3.9485, 0.6442], [0.3289, -2.3086, 1.2776], [0.5772, -2.7043, 0.1358], [-3.1839, -0.3544, 0.6684], [1.0449, 1.2122, 1.1159]]}



# 6
{"formula": "C5H8N", "method": "wB97M-V/def2-TZVPD", "e_tot_ev": -6791.4165, "de_lowest_kcal_mol": 153.86, "total_charge": 1, "orbital_gap_ev": 10.36, "spin_multiplicity": 1, "species": ["C", "C", "C", "C", "C", "N", "H", "H", "H", "H", "H", "H", "H", "H"], "positions_angstrom": [[2.2975, 0.1865, 0.1499], [1.3127, -0.4230, -0.7116], [0.1590, -0.0221, 0.0054], [-0.8743, -0.9746, 0.5130], [-0.3885, 1.3741, -0.2323], [1.3481, -0.0557, 0.9551], [3.3722, 0.3502, 0.2845], [1.5182, -1.7919, -1.6147], [-1.2521, -0.4818, 1.4635], [-0.5317, -1.9301, 0.6939], [-1.6591, -0.8967, -0.1240], [-0.5083, 2.0345, 0.5350], [-1.4354, 1.2498, -0.6688], [0.2643, 1.8586, -0.9402]], "atomic_forces_ev_per_a": [[0.7478, -0.3744, -1.7111], [2.7091, -3.8032, -3.4553], [-2.1155, 0.8083, 1.6664], [0.6048, 2.7535, 2.0306], [-0.9791, -1.5671, -3.1590], [0.0691, 0.0872, 1.8547], [-0.4889, -0.0136, -0.1502], [-0.5206, 3.7385, 2.9089], [0.5145, -0.8068, -0.8736], [0.6061, -2.0569, 0.3151], [-2.5211, -0.4713, -1.9850], [-0.0674, 1.1772, 2.7952], [1.4959, 0.1853, 0.2454], [-0.0547, 0.3431, -0.4821]]}